No. 1
ORCA calculation (ωB97M-V/def2-TZVPD) on 3 unconnected molecules or ions with the total composition C4H14O3.

```
! RIJCOSX wB97M-V def2-TZVPD def2/J DEFGRID3
* xyz 0 1
C -1.22 -0.97 0.27
C 0.69 -2.51 0.08
O 2.94 0.59 -0.38
H -1.78 -1.42 -0.55
H 0.85 -0.58 1.11
H 0.88 2.91 -1.58
H 0.66 -0.56 -0.64
O -3.02 0.57 0.57
H -1.41 -1.56 1.15
H -1.29 0.99 -0.69
C -1.59 0.53 0.31
H 0.22 -3.12 -0.73
H 1.92 2.22 -0.69
H 0.62 -3.21 0.92
H -1.11 1.06 1.13
H 1.75 -2.54 -0.23
O 0.95 2.23 -0.86
C 0.35 -1.07 0.25
H 3.54 1.14 0.18
H 2.19 0.34 0.16
H -3.33 1.45 0.34
*
```

Calculated values
- Energy: -10516.531 eV
- Energy relative to the best compared isomer or geometry (same formula, charge and spin): 32.2 kcal/mol
- Structure (SMILES): CCCCO.O.O
- Frontier orbital gap: 10.5 eV

No. 2
ORCA calculation (ωB97M-V/def2-TZVPD) on 4 unconnected molecules or ions with the total composition C4H14O3.

```
! RIJCOSX wB97M-V def2-TZVPD def2/J DEFGRID3
* xyz 0 1
O 1.77 -1.20 1.15
H -0.18 2.28 -1.81
H 0.39 -0.08 -1.62
H 1.26 1.45 1.27
H 2.53 -1.70 0.86
H -2.51 -2.40 -1.24
H 2.11 -0.25 1.46
C -1.68 -0.58 -1.01
C -0.68 0.18 -1.46
C -1.04 1.59 -1.54
H -1.42 2.05 -0.57
H -0.75 -2.47 -1.63
C -1.53 -2.07 -0.95
H -2.69 -0.18 -0.91
H -1.89 1.83 -2.27
H -0.09 -0.45 2.03
H -1.26 -2.34 0.04
H -0.42 0.38 0.80
O -0.14 0.50 1.69
O 2.35 1.34 1.11
H 2.76 1.98 1.68
*
```

Calculated values
- Energy: -10516.055 eV
- Energy relative to the best compared isomer or geometry (same formula, charge and spin): 43.2 kcal/mol
- Structure (SMILES): C/C=C/C.O.O.O
- Frontier orbital gap: 10.0 eV

No. 3
ORCA calculation (ωB97M-V/def2-TZVPD) on 4 unconnected molecules or ions with the total composition C4H14O4.

```
! RIJCOSX wB97M-V def2-TZVPD def2/J DEFGRID3
* xyz 0 1
C -1.74 -1.49 0.51
H 1.79 -0.51 -1.54
H -0.02 0.78 2.93
O 0.53 1.58 2.86
H 1.04 -1.78 -2.58
O -0.73 0.61 -1.11
H 0.82 -0.20 -3.07
C -0.29 -0.70 -1.31
H -2.04 -0.46 0.78
H 2.43 -0.41 0.84
H 0.09 2.35 -0.01
C -0.70 -1.72 -0.55
H -2.74 -1.87 0.25
H -1.34 -2.03 1.39
H 2.64 1.08 0.46
H 0.06 2.09 2.12
C 0.93 -0.77 -2.16
H -1.25 2.63 0.79
H -0.38 -2.73 -0.61
H -1.68 0.57 -0.96
O 2.87 0.18 0.21
O -0.31 2.79 0.75
*
```

Calculated values
- Energy: -12564.091 eV
- Energy relative to the best compared isomer or geometry (same formula, charge and spin): 21.6 kcal/mol
- Structure (SMILES): C/C=C(/C)O.O.O.O
- Frontier orbital gap: 9.2 eV

No. 4
ORCA calculation (ωB97M-V/def2-TZVPD) on 4 unconnected molecules or ions with the total composition C4H14O4.

```
! RIJCOSX wB97M-V def2-TZVPD def2/J DEFGRID3
* xyz 0 1
O -0.04 1.91 -1.05
H 2.99 -1.65 -0.33
C 0.77 -1.58 -0.35
H 2.41 -0.47 -1.41
H -1.85 -2.33 1.00
H -0.12 2.34 1.58
H 1.17 1.55 1.56
O 0.85 2.44 1.64
H -0.84 -2.54 2.40
O -0.09 -1.05 -1.30
H 0.20 0.98 -1.28
H 0.75 2.46 -1.10
C 2.13 -1.44 -0.98
H 1.37 -2.35 1.37
O -3.09 3.35 -0.58
C 0.46 -2.12 0.82
C -0.89 -2.04 1.42
H 2.14 -2.19 -1.78
H -1.03 -1.20 -1.18
H -2.31 3.17 -1.13
H -3.83 3.76 -1.02
H -1.15 -1.00 1.71
*
```

Calculated values
- Energy: -12564.056 eV
- Energy relative to the best compared isomer or geometry (same formula, charge and spin): 22.4 kcal/mol
- Structure (SMILES): C/C=C(/C)O.O.O.O
- Frontier orbital gap: 9.6 eV

No. 5
ORCA calculation (ωB97M-V/def2-TZVPD) on 4 unconnected molecules or ions with the total composition C4H14O4.

```
! RIJCOSX wB97M-V def2-TZVPD def2/J DEFGRID3
* xyz 0 1
H 1.87 -0.15 1.92
O -1.22 -2.02 1.20
O -0.16 0.16 2.39
H -1.53 -1.82 0.28
H -1.47 1.97 -0.02
H -1.95 -0.18 -0.59
H 1.74 1.78 -0.47
H -2.91 -1.32 -0.77
H 0.74 -1.06 -0.19
C 0.96 -0.03 0.08
H 1.38 -0.42 -2.66
C 1.75 0.53 -2.28
C 0.94 0.35 1.54
O -2.06 -1.04 -1.08
H -0.74 -0.59 2.08
C 1.39 0.82 -0.86
H 1.32 1.37 1.60
O -2.12 1.37 0.38
H 2.84 0.33 -2.33
H 1.40 1.31 -2.94
H -1.67 1.23 1.23
H -0.51 -2.58 1.49
*
```

Calculated values
- Energy: -12564.109 eV
- Energy relative to the best compared isomer or geometry (same formula, charge and spin): 21.2 kcal/mol
- Structure (SMILES): C/C=C/CO.O.O.O
- Frontier orbital gap: 10.1 eV

No. 6
ORCA calculation (ωB97M-V/def2-TZVPD) on a molecular structure, C4H14O5.

```
! RIJCOSX wB97M-V def2-TZVPD def2/J DEFGRID3
* xyz -2 1
C 0.12 1.31 0.62
H -0.45 -0.92 3.49
H -3.26 1.01 0.34
H 1.39 -1.80 -2.03
O -0.06 -0.09 3.70
H 2.33 0.99 -1.01
C 1.53 0.26 -1.21
H -1.59 -1.08 -1.74
O -0.83 1.11 1.59
H 0.96 0.67 -2.06
H -2.73 -0.68 -0.70
O -2.57 -1.16 -1.56
C 2.19 -1.06 -1.77
C 0.64 -0.03 0.01
H -0.27 0.44 2.82
H -0.22 -0.63 -0.24
H 2.84 -1.47 -0.97
H 1.21 -0.55 0.80
H 0.92 1.86 1.04
O 2.94 -0.81 -2.83
O -2.91 0.16 0.67
H -0.30 1.89 -0.14
H -1.88 0.59 1.15
*
```

Calculated values
- Energy: -14610.929 eV
- Frontier orbital gap: 5.9 eV

No. 7
ORCA calculation (ωB97M-V/def2-TZVPD) on 5 unconnected molecules or ions with the total composition C4H14O6.

```
! RIJCOSX wB97M-V def2-TZVPD def2/J DEFGRID3
* xyz 0 1
C 1.89 0.94 1.01
H -1.52 -0.92 -2.12
C 1.29 1.20 -0.37
O 1.80 -0.44 -3.55
H -1.89 0.48 -1.19
H 0.23 0.83 -0.38
H 0.19 0.49 -2.59
H -2.08 -1.12 2.52
H -2.03 0.70 1.05
O -1.77 -0.01 -2.07
H 1.32 2.35 -0.51
O -2.11 1.43 0.45
H 0.51 -1.31 2.18
H -3.07 1.72 0.63
C 1.98 0.23 -1.31
H 2.05 -0.79 -0.73
H 2.57 1.67 1.36
C 1.22 0.09 -2.62
O -0.16 -1.95 2.31
H 0.27 -2.81 2.60
O -2.50 -1.31 1.65
O 1.26 0.26 1.81
H 3.00 0.48 -1.65
H -2.45 -2.21 1.50
*
```

Calculated values
- Energy: -16658.130 eV
- Energy relative to the best compared isomer or geometry (same formula, charge and spin): 34.3 kcal/mol
- Structure (SMILES): O=CCCC=O.O.O.O.O
- Frontier orbital gap: 9.8 eV

No. 8
ORCA calculation (ωB97M-V/def2-TZVPD) on a molecular structure, C4H14O7Pd.

```
! RIJCOSX wB97M-V def2-TZVPD def2/J DEFGRID3
* xyz -2 3
H -0.33 -1.33 2.45
H -1.14 3.71 -0.81
H 0.06 -2.15 1.24
C -2.03 1.86 0.08
C -0.52 -2.83 -1.39
H 3.37 0.67 1.14
O 0.29 2.10 -1.14
Pd 0.54 0.37 0.25
O 0.20 -1.29 1.65
C 0.83 -2.00 -1.54
H -2.08 2.48 0.97
O 0.94 -0.58 -1.80
H 1.46 -2.47 -2.30
H 3.21 -0.70 0.51
H -0.28 -3.75 -0.86
H 0.60 1.46 2.99
C -1.03 2.63 -0.92
O -1.66 -2.34 -0.69
H 0.43 2.69 2.13
O 2.74 0.12 0.67
H -0.82 -3.22 -2.37
O -1.89 0.43 0.32
H -1.56 2.62 -1.87
O 0.52 1.74 2.08
H -3.07 2.01 -0.20
H 1.22 -2.21 -0.55
*
```

Calculated values
- Energy: -22177.605 eV
- Frontier orbital gap (alpha / beta): 3.5 / 3.4 eV

No. 9
ORCA calculation (ωB97M-V/def2-TZVPD) on a gas-phase ion, C4H15FN2O5P3 (charge +1).

```
! RIJCOSX wB97M-V def2-TZVPD def2/J DEFGRID3
* xyz 1 1
O 1.09 -0.96 -0.36
P -2.11 0.61 -0.71
H 2.02 0.95 -0.57
C 0.65 -0.37 4.17
O 1.48 -1.30 1.96
N -2.22 -1.15 -0.82
H -0.14 -0.66 4.93
H 0.15 2.57 -4.58
N 0.44 1.62 -4.85
O 0.16 -1.02 -3.88
C 0.72 -1.57 3.14
H -1.70 1.92 1.06
H -0.32 -1.58 -4.51
H 1.65 -0.22 4.65
H -0.38 -0.97 1.11
P -0.21 1.12 -1.71
H -0.32 -1.97 2.95
H -2.98 -1.29 -1.50
O -2.08 1.03 0.94
C 0.69 -0.65 0.98
F 0.01 2.76 -1.66
O 0.23 0.87 3.59
H 0.97 1.49 3.52
H 0.73 0.46 1.16
P -0.50 0.54 -3.83
H -2.63 -1.47 0.08
H 0.08 1.51 -5.81
H 1.91 -0.10 -2.03
H 1.26 -2.41 3.67
C 1.34 0.21 -1.10
*
```

Calculated values
- Energy: -48184.943 eV
- Structure (SMILES): NP(O)[P@@](F)(COCOCCO)=P(=[NH2+])O
- Frontier orbital gap: 7.6 eV

No. 10
ORCA calculation (ωB97M-V/def2-TZVPD) on 2 unconnected molecules or ions with the total composition C4H15N2O.

```
! RIJCOSX wB97M-V def2-TZVPD def2/J DEFGRID3
* xyz 1 1
H -2.98 1.18 -0.96
H 0.72 1.21 0.66
H -2.87 -0.16 0.12
H 1.80 3.04 1.38
C -1.03 0.28 -0.93
C 0.63 -1.67 -0.86
C -0.17 -0.63 -0.04
H 0.79 -0.05 1.77
N 1.45 -2.46 0.02
H 1.23 -1.17 -1.61
H 1.77 -0.09 0.46
H 1.00 -3.30 0.34
H -2.14 1.41 0.58
H 2.40 -2.65 -0.26
H 0.37 3.66 1.41
C -2.33 0.72 -0.23
O 0.93 2.99 0.98
N 0.84 0.18 0.79
H -0.42 1.17 -1.05
H -0.13 -2.28 -1.35
H -0.70 -1.22 0.70
H -1.17 -0.13 -1.92
*
```

Calculated values
- Energy: -9413.103 eV
- Energy relative to the best compared isomer or geometry (same formula, charge and spin): 12.9 kcal/mol
- Frontier orbital gap: 10.4 eV